[1]
{"formula": "BrCl2HSi", "method": "the ωB97M-V functional and the def2-TZVPD basis", "symbols": ["Br", "Cl", "Cl", "Si", "H"], "coordinates": [[-0.790315, -1.600160, 0.948201], [-1.166436, 0.965195, -1.183909], [1.899580, -0.820402, -1.431710], [-0.123176, 0.377683, 0.253186], [0.180348, 1.077684, 1.414232]], "atomic_forces_ev_per_a": [[0.06, 0.40, 0.04], [-1.96, 1.73, -2.56], [-1.64, 1.41, 1.73], [2.84, -4.89, -0.15], [0.70, 1.36, 0.93]], "relative_energy_ev": 0.605, "homo_ev": -9.82, "charge": 0, "lumo_energy_ev": -1.5029}

---

[2]
{"formula": "C22H37ClNNiP", "method": "the ωB97M-V functional and the def2-TZVPD basis", "symbols": ["Ni", "Cl", "P", "N", "C", "C", "C", "C", "C", "C", "C", "C", "C", "C", "C", "C", "C", "C", "C", "C", "C", "C", "C", "C", "C", "C", "H", "H", "H", "H", "H", "H", "H", "H", "H", "H", "H", "H", "H", "H", "H", "H", "H", "H", "H", "H", "H", "H", "H", "H", "H", "H", "H", "H", "H", "H", "H", "H", "H", "H", "H", "H", "H"], "coordinates": [[0.981766, -1.232112, -1.548028], [2.555511, -0.008524, -2.481239], [0.074087, 0.130843, 1.226163], [-0.042341, -0.272081, -0.337619], [1.046914, 1.737640, 1.513551], [-2.426245, 1.326807, 0.850974], [-2.448890, -0.974108, 1.757462], [1.091793, -1.304011, 3.488544], [-0.261852, -2.061694, -4.104366], [-2.008416, 1.012425, -4.470193], [0.980024, -1.363412, 1.960149], [0.169293, 2.981912, 1.317153], [-0.723988, 1.366068, -4.982285], [1.139697, -2.116966, -4.010307], [0.175074, -2.600252, 1.532626], [-0.846700, -2.572943, -2.933022], [-1.686532, 0.356979, 1.802082], [1.644676, 1.812164, 2.938873], [-1.706703, 0.882616, 3.244423], [-2.106007, 1.510297, -3.129485], [0.206957, -2.959311, -2.021635], [-0.016976, 2.055701, -3.950161], [-0.869142, 2.150876, -2.813020], [2.381645, -1.424767, 1.326813], [2.149118, 1.755560, 0.447401], [1.483679, -2.675546, -2.714475], [1.813804, -0.559341, 3.842307], [-2.171778, 1.091053, -0.192378], [-2.777566, 0.437017, -4.981247], [2.431867, -3.105414, -2.419190], [-2.950740, 1.373557, -2.454818], [2.826542, -2.387428, 1.607001], [1.832484, -1.834690, -4.786786], [-2.762491, 0.951292, 3.548972], [0.851393, -3.459747, 1.447438], [-0.810127, -1.736109, -4.989057], [-0.268416, -2.444671, 0.535515], [0.127446, -1.119865, 3.982173], [-2.191256, 2.376305, 1.053620], [0.821713, 3.867944, 1.374852], [-1.198691, 0.196560, 3.934104], [-3.511371, 1.191859, 0.976324], [-0.620350, -2.839902, 2.247477], [2.530983, 1.178129, 3.075601], [2.912505, 0.985482, 0.612191], [-0.337224, 1.140575, -5.967696], [-0.304605, 2.995003, 0.327975], [0.100465, -3.595265, -1.143507], [-0.583475, 3.091793, 2.106077], [-1.255759, 1.874868, 3.359370], [2.346014, -1.401565, 0.217580], [-3.517958, -0.759230, 1.907938], [1.716483, 1.587824, -0.552883], [2.633350, 2.740496, 0.434354], [1.965759, 2.853981, 3.104292], [1.015770, 2.393423, -3.991143], [0.906258, 1.574738, 3.719829], [-2.130118, -1.660736, 2.551855], [-1.909150, -2.753447, -2.789803], [-0.593659, 2.583851, -1.852807], [-2.352852, -1.454956, 0.774540], [3.021488, -0.597400, 1.660346], [1.456817, -2.290145, 3.809203]], "atomic_forces_ev_per_a": [[-1.12, 3.11, 0.31], [1.49, 1.06, 0.14], [0.05, -1.24, -5.59], [-0.02, 0.97, 3.12], [0.12, -0.34, 0.83], [0.15, -0.09, -0.12], [-0.13, -0.07, -0.06], [0.34, -0.64, 0.19], [0.21, -0.42, -0.39], [0.40, 0.65, 0.55], [-0.37, 0.84, 0.79], [0.14, 0.16, -0.18], [-0.35, 0.32, 1.03], [-0.78, -1.04, 0.85], [-0.03, -0.15, -0.20], [0.76, -0.44, 0.24], [0.09, 0.32, 0.85], [0.06, 0.47, -0.03], [-0.59, 0.00, 0.22], [0.72, 0.03, -0.66], [0.19, -1.32, -1.67], [-0.86, -0.13, -0.01], [-0.26, -0.31, -0.81], [-0.13, -0.05, -0.17], [-0.18, 0.03, -0.30], [-1.17, -2.11, -0.76], [-0.23, -0.20, -0.12], [0.04, 0.07, 0.18], [0.09, 0.07, -0.01], [0.07, 0.17, -0.12], [0.14, -0.01, -0.13], [0.13, 0.11, 0.13], [0.05, 0.26, 0.18], [0.15, 0.08, 0.18], [-0.02, -0.01, 0.17], [0.18, 0.20, 0.48], [0.20, 0.05, 0.49], [0.30, -0.19, -0.16], [-0.14, -0.32, -0.10], [-0.04, -0.18, -0.02], [-0.23, 0.21, -0.11], [0.19, 0.02, 0.07], [0.28, -0.05, -0.10], [-0.28, 0.09, -0.13], [-0.24, 0.34, -0.17], [0.02, -0.11, -0.04], [0.07, -0.07, 0.27], [-0.01, 0.13, -0.30], [0.15, 0.05, -0.30], [-0.16, -0.29, -0.05], [-0.01, 0.08, 0.68], [0.18, -0.02, 0.08], [0.18, -0.05, 0.37], [0.03, -0.03, 0.16], [0.04, -0.18, 0.06], [-0.18, -0.09, -0.02], [0.27, 0.04, -0.19], [-0.11, 0.13, -0.22], [0.20, 0.40, 0.18], [-0.05, -0.14, -0.16], [0.14, 0.13, 0.26], [-0.09, -0.39, 0.04], [-0.04, 0.08, 0.27]], "s_squared": 2.04, "relative_energy_ev": 0.000, "multiplicity": 3, "homo_ev": [0.46, 0.45], "charge": -2, "lumo_energy_ev": [4.4291, 4.4273]}

---

[3]
{"formula": "C22H21B2BrF32O7", "method": "the ωB97M-V functional and the def2-TZVPD basis", "symbols": ["Br", "F", "F", "F", "F", "F", "F", "F", "F", "F", "F", "F", "F", "F", "F", "F", "F", "F", "F", "F", "F", "F", "F", "F", "F", "F", "F", "F", "F", "F", "F", "F", "F", "O", "O", "O", "O", "O", "O", "O", "C", "C", "C", "C", "C", "C", "C", "C", "C", "C", "C", "C", "C", "C", "C", "C", "C", "C", "C", "C", "C", "C", "B", "B", "H", "H", "H", "H", "H", "H", "H", "H", "H", "H", "H", "H", "H", "H", "H", "H", "H", "H", "H", "H", "H"], "coordinates": [[7.368551, -1.490937, -4.846213], [-4.339977, -3.690182, 3.334624], [-2.151558, -8.774211, 4.483400], [-2.897972, -3.195859, 1.803931], [3.062229, 5.852466, -6.636127], [-2.456269, -7.641192, 6.754561], [5.380850, 5.018449, -3.006693], [-2.850268, -0.671932, 1.404477], [1.593204, 4.582912, 0.753677], [-4.063704, -9.840764, 5.674856], [-1.604325, -7.317024, 2.985300], [-3.396050, -6.177364, 4.712540], [-2.888613, 4.372088, 1.382593], [4.583935, 6.059631, -5.126298], [3.784596, 3.403729, -4.179443], [-1.588120, -0.615420, -0.363499], [-4.583758, 4.543233, 0.035727], [-5.397389, -9.528398, 7.338257], [5.087717, 4.941514, -0.868814], [-2.589701, -2.952380, 5.325604], [2.657373, 4.669738, -2.101491], [-0.543045, -2.478086, 1.388017], [-3.237536, 6.618762, -1.334874], [-2.273418, 4.695659, -1.464072], [0.692339, -0.713114, 1.312495], [4.592340, 3.514876, -6.193126], [-4.215912, -6.492326, 2.727035], [-1.403146, 2.861734, -0.029104], [-3.125898, -1.325480, 3.992765], [-2.651583, -9.406453, 8.004933], [0.288176, 2.191947, 1.137581], [2.864455, 6.551370, -1.037987], [-0.285682, 4.780116, 1.818267], [2.719268, -2.030595, -6.212569], [-0.573078, -1.015913, 3.099526], [6.518112, -0.770026, -7.400746], [-1.410952, 6.294999, -0.133977], [2.421237, 5.894852, -4.522294], [-5.166632, -7.887796, 5.875983], [1.742320, 0.287896, -6.555782], [-0.522361, -1.165766, 1.693838], [-2.595811, 5.681412, -0.603974], [-2.642118, -8.058510, 3.456077], [4.817452, 5.676656, -1.977149], [-3.010700, -3.533762, 3.101950], [0.238819, 4.501958, 0.601301], [-1.611456, -0.362845, 0.969967], [-0.925148, -2.167740, 3.882482], [-5.047828, -7.842831, 4.445334], [6.373466, -0.442159, -6.202537], [-4.477765, -8.915348, 6.562104], [-2.427644, -2.484528, 4.051493], [-3.514002, 5.210846, 0.531862], [-0.087768, 3.070293, 0.170344], [3.305638, 5.860495, -2.131602], [5.387513, 0.769041, -5.885213], [2.838371, 6.650673, -3.374295], [3.425098, 5.433271, -5.405853], [3.555123, 3.904493, -5.411597], [-3.343709, -8.382838, 7.448050], [-3.803265, -7.144558, 3.854331], [-0.166009, 5.622145, -0.382754], [4.026084, 0.177397, -5.216067], [2.795655, -0.593558, -6.038651], [0.582472, 6.409581, -0.266565], [3.895991, 0.268237, -4.037450], [-5.221822, -8.823968, 3.995759], [1.930662, 7.178581, -3.069092], [3.540861, 7.442537, -3.646889], [5.876684, 1.467114, -5.112184], [-0.349909, -3.048248, 3.584321], [-5.904663, -7.239361, 4.134033], [-2.938910, -8.750375, 2.665197], [5.217713, 1.412518, -6.817366], [-3.874385, 6.066978, 1.109925], [-1.461432, 0.708122, 1.122827], [-0.076291, 5.307644, -1.426047], [0.445615, 2.801897, -0.743899], [-3.748137, -7.758049, 8.249951], [3.609980, -2.352569, -5.957342], [-2.534734, -4.504769, 3.247271], [2.638732, 3.444225, -5.793971], [-0.557611, -1.922045, 4.882385], [5.321756, 6.638816, -1.866011], [1.357674, 0.668380, -5.727334]], "atomic_forces_ev_per_a": [[-0.78, 0.83, -0.36], [0.10, 0.22, 0.32], [-0.15, 0.09, 0.04], [0.10, 0.14, 0.05], [-0.01, -0.55, 0.10], [-0.27, -0.06, -0.09], [-0.19, 0.04, -0.09], [0.24, -0.10, 0.12], [-0.15, -0.33, -0.34], [0.25, -0.10, 0.45], [-0.26, 0.29, -0.05], [0.23, -0.24, -0.09], [0.12, 0.19, -0.19], [0.11, -0.43, -0.30], [-0.09, 0.19, -0.04], [0.37, -0.16, 0.11], [0.21, 0.21, -0.30], [0.37, 0.26, 0.26], [-0.37, 0.15, 0.03], [0.10, -0.36, -0.28], [0.23, -0.01, 0.01], [-0.07, 0.24, -0.46], [-0.25, -0.13, 0.42], [-0.51, -0.06, 0.11], [-0.37, 0.24, -0.18], [-0.14, 0.58, -0.04], [0.18, -0.49, -0.12], [-0.03, 0.12, 0.02], [-0.07, -0.24, -0.15], [-0.35, -0.13, -0.17], [0.21, 0.34, 0.09], [0.46, 0.18, -0.16], [-0.05, -0.28, -0.15], [0.91, 2.98, 0.24], [-0.81, -0.49, -1.13], [-0.33, 0.90, 4.87], [-0.73, -1.28, 0.00], [1.25, -0.77, 0.07], [1.36, -0.59, 0.09], [0.96, -1.49, 2.09], [0.72, -0.72, 1.58], [1.67, 0.66, -0.64], [0.69, -0.12, -0.51], [0.71, -0.20, 0.71], [-0.60, -0.67, -0.08], [-0.30, 0.85, 0.42], [-0.48, 0.70, -0.20], [0.68, 0.16, 0.35], [-0.81, 0.00, 0.07], [-0.48, 0.16, -5.30], [-1.33, 0.22, -1.36], [0.21, 0.96, 0.01], [-0.56, -0.03, 0.62], [0.38, -0.75, 0.03], [-0.68, -0.30, -0.52], [1.08, 0.47, 1.32], [-0.53, 0.50, -0.30], [-0.64, 1.72, 0.64], [-0.22, -0.69, -0.17], [0.42, 0.34, 0.63], [-0.51, 0.34, 0.80], [0.15, 0.69, -0.28], [0.91, 0.00, -0.28], [-1.45, -1.31, -1.32], [-0.15, -0.15, 0.25], [0.08, 0.21, 0.15], [0.33, 0.05, 0.09], [0.03, -0.26, 0.04], [0.15, -0.29, 0.07], [-0.49, -1.16, -1.08], [-0.29, 0.03, -0.18], [0.24, 0.13, 0.11], [-0.21, 0.04, -0.03], [0.38, -1.56, 1.06], [0.10, 0.08, -0.19], [0.16, -0.20, 0.09], [-0.16, -0.24, 0.18], [0.10, 0.18, -0.05], [-0.18, -0.11, -0.10], [-0.85, -0.14, -0.20], [0.17, 0.09, 0.13], [-0.01, 0.23, -0.09], [-0.24, 0.12, -0.11], [-0.17, 0.15, -0.05], [0.19, -0.09, -1.13]], "smiles": "FC(F)C(F)(F)COC(F)(F)C(F)F.FC(F)C(F)(F)COC(F)(F)C(F)F.FC(F)C(F)(F)COC(F)(F)C(F)F.FC(F)C(F)(F)COC(F)(F)C(F)F.O=C(Br)CBB(O)O", "homo_ev": -10.43, "charge": 0, "lumo_energy_ev": -0.8179}

---

[4]
{"formula": "C5H7FOS", "method": "the ωB97M-V functional and the def2-TZVPD basis", "symbols": ["S", "F", "O", "C", "C", "C", "C", "C", "H", "H", "H", "H", "H", "H", "H"], "coordinates": [[-2.765987, 0.665851, -0.218167], [3.013049, -0.217976, -0.603992], [0.594119, -1.528452, 0.473416], [0.764319, -0.408813, -0.358027], [1.942737, 0.425850, -0.099519], [-0.412751, -0.511788, 0.548255], [-1.794508, -0.842765, 0.073218], [1.911641, 1.581790, 0.573265], [-1.764298, -1.442664, -0.800043], [0.983145, 1.947803, 0.984038], [-2.347929, -1.383187, 0.891384], [0.604459, -0.651601, -1.397674], [-0.343470, 0.065362, 1.505319], [-1.949012, 1.256572, -1.110094], [2.733870, 2.277850, 0.643196]], "atomic_forces_ev_per_a": [[-0.05, 0.09, 0.02], [0.40, 0.87, 0.08], [-0.41, -0.72, 0.47], [-1.21, -0.02, 0.19], [-0.70, 0.57, 0.91], [1.26, 0.64, 0.79], [-0.32, 0.33, 1.42], [0.60, -0.39, -0.95], [0.00, -0.67, -0.77], [-0.18, -0.23, -0.21], [0.50, 0.43, -0.87], [-0.01, 0.09, -0.40], [-0.24, -0.47, -0.94], [0.00, -0.19, 0.08], [0.37, -0.34, 0.16]], "smiles": "C=C(F)[C@H]1O[C@@H]1CS", "relative_energy_ev": 1.484, "homo_ev": -9.55, "charge": 0, "lumo_energy_ev": 0.7454}